one:
{"formula": "C2H3NO3S", "method": "wB97M-V/def2-TZVPD", "symbols": ["C", "C", "N", "O", "O", "O", "S", "H", "H", "H"], "xyz": [[1.210, 0.140, -1.597], [0.569, 0.429, 2.139], [0.679, 0.817, 1.009], [0.445, -0.123, 3.155], [-0.122, 2.319, -1.029], [-1.667, -0.861, -0.563], [0.293, 1.006, -0.650], [1.376, -0.841, -1.081], [-1.383, -1.320, -1.392], [-1.400, -1.566, 0.009]], "total_charge": 0, "e_homo_ev": -9.77, "lumo_ha": -0.054, "smiles": "C#S(=O)N=C=O.O"}

***

two:
{"formula": "C2H3NO3S", "method": "wB97M-V/def2-TZVPD", "symbols": ["C", "C", "N", "O", "O", "O", "S", "H", "H", "H"], "xyz": [[0.235, -0.176, 1.094], [1.036, -1.127, 0.118], [-0.825, 0.362, 0.744], [0.622, -0.824, -1.112], [-1.250, 3.030, -1.467], [-1.280, 0.490, -0.557], [-1.844, 1.651, -1.523], [0.413, -0.242, 2.239], [2.081, -0.911, 0.194], [0.812, -2.252, 0.269]], "total_charge": 0, "e_homo_ev": [-10.09, -8.56], "lumo_ha": [-0.034, -0.063]}

***

three:
{"formula": "C2H3NO3S", "method": "wB97M-V/def2-TZVPD", "symbols": ["C", "C", "N", "O", "O", "O", "S", "H", "H", "H"], "xyz": [[-0.407, -0.815, 0.318], [1.713, 0.155, -0.147], [-3.340, 1.303, -0.722], [0.042, -1.922, 0.451], [-1.675, -0.564, 0.524], [0.264, 0.261, -0.035], [-2.439, 1.097, 0.347], [1.914, -0.760, 0.250], [2.115, 1.153, 0.273], [1.814, 0.091, -1.259]], "total_charge": 0, "e_homo_ev": -10.54, "lumo_ha": -0.049}

***

The winner here is three, beating the second structure by 69.9 kcal/mol.

***

one:
{"formula": "C32H48O24", "method": "wB97M-V/def2-TZVPD", "symbols": ["C", "C", "C", "O", "C", "O", "O", "H", "H", "H", "H", "H", "H", "C", "C", "C", "O", "C", "O", "O", "H", "H", "H", "H", "H", "H", "C", "C", "C", "O", "C", "O", "O", "H", "H", "H", "H", "H", "H", "C", "C", "C", "O", "C", "O", "O", "H", "H", "H", "H", "H", "H", "C", "C", "C", "O", "C", "O", "O", "H", "H", "H", "H", "H", "H", "C", "C", "C", "O", "C", "O", "O", "H", "H", "H", "H", "H", "H", "C", "C", "C", "O", "C", "O", "O", "H", "H", "H", "H", "H", "H", "C", "C", "C", "O", "C", "O", "O", "H", "H", "H", "H", "H", "H"], "xyz": [[-0.810, 5.264, 0.959], [0.725, 5.424, 1.304], [1.734, 5.158, 0.101], [2.387, 6.447, -0.019], [1.799, 7.280, 0.904], [2.162, 8.442, 1.020], [0.922, 6.676, 1.677], [-1.147, 6.112, 0.404], [-1.401, 4.950, 1.763], [-0.906, 4.287, 0.208], [1.040, 4.716, 2.102], [1.142, 4.871, -0.836], [2.323, 4.448, 0.159], [-5.715, 6.680, 1.772], [-4.651, 5.593, 1.700], [-5.174, 4.177, 2.258], [-5.169, 3.384, 1.096], [-4.580, 4.044, 0.129], [-4.014, 3.441, -0.810], [-4.424, 5.256, 0.302], [-5.578, 7.694, 1.516], [-6.058, 6.795, 2.675], [-6.500, 6.557, 1.160], [-3.693, 6.018, 2.087], [-6.171, 4.199, 2.767], [-4.432, 3.480, 2.939], [-1.789, 1.943, 2.513], [-2.307, 0.694, 3.146], [-3.529, 0.879, 4.034], [-4.538, 0.540, 3.009], [-3.924, -0.258, 2.015], [-4.652, -0.699, 1.127], [-2.697, -0.140, 2.064], [-1.633, 2.670, 3.288], [-2.555, 2.569, 1.769], [-0.841, 1.715, 2.018], [-1.327, 0.169, 3.601], [-3.599, 1.842, 4.386], [-3.610, 0.173, 4.815], [3.713, -7.512, -1.843], [3.545, -6.342, -0.729], [4.106, -5.011, -1.227], [3.003, -4.194, -1.332], [1.967, -4.901, -0.824], [0.839, -4.365, -0.776], [2.199, -6.140, -0.539], [3.605, -8.514, -1.494], [4.674, -7.751, -2.179], [3.014, -7.287, -2.575], [4.241, -6.563, -0.028], [4.695, -5.185, -2.268], [4.815, -4.410, -0.556], [4.596, 0.852, -2.713], [5.991, -0.087, -2.833], [7.039, 0.442, -1.779], [7.286, -0.898, -1.243], [6.556, -1.846, -1.782], [6.483, -3.054, -1.487], [5.718, -1.389, -2.768], [4.444, 1.851, -2.860], [4.285, 0.703, -1.811], [3.750, 0.425, -3.309], [6.321, 0.208, -3.755], [6.761, 1.074, -0.822], [7.760, 1.137, -2.346], [-4.899, -5.586, -1.402], [-3.811, -4.426, -1.278], [-2.482, -4.558, -2.154], [-2.515, -3.237, -2.717], [-3.750, -2.540, -2.431], [-3.762, -1.323, -2.713], [-4.462, -3.234, -1.610], [-4.685, -6.358, -0.855], [-4.988, -5.766, -2.511], [-5.821, -5.233, -1.019], [-3.601, -4.395, -0.399], [-2.441, -5.355, -2.923], [-1.651, -4.637, -1.426], [1.211, -0.859, 2.571], [1.733, -1.865, 1.551], [2.906, -1.403, 0.568], [3.914, -2.286, 0.975], [3.590, -3.069, 1.782], [4.367, -3.959, 2.154], [2.394, -2.969, 2.223], [0.329, -1.347, 3.052], [0.814, -0.092, 2.011], [2.034, -0.690, 3.300], [0.833, -2.390, 0.943], [3.251, -0.558, 0.491], [2.522, -1.761, -0.432], [-0.992, -1.106, -0.709], [-0.915, -0.010, -1.911], [-1.552, 1.345, -1.725], [-0.460, 2.104, -1.377], [0.649, 1.545, -1.674], [1.800, 2.053, -1.547], [0.440, 0.315, -2.060], [-0.487, -1.990, -0.913], [-1.987, -1.324, -0.533], [-0.401, -0.615, 0.206], [-1.173, -0.477, -2.878], [-2.194, 1.622, -0.912], [-1.986, 1.728, -2.968]], "total_charge": 0, "e_homo_ev": -9.91, "lumo_ha": 0.000}

***

two:
{"formula": "C32H48O24", "method": "wB97M-V/def2-TZVPD", "symbols": ["C", "C", "C", "O", "C", "O", "O", "H", "H", "H", "H", "H", "H", "C", "C", "C", "O", "C", "O", "O", "H", "H", "H", "H", "H", "H", "C", "C", "C", "O", "C", "O", "O", "H", "H", "H", "H", "H", "H", "C", "C", "C", "O", "C", "O", "O", "H", "H", "H", "H", "H", "H", "C", "C", "C", "O", "C", "O", "O", "H", "H", "H", "H", "H", "H", "C", "C", "C", "O", "C", "O", "O", "H", "H", "H", "H", "H", "H", "C", "C", "C", "O", "C", "O", "O", "H", "H", "H", "H", "H", "H", "C", "C", "C", "O", "C", "O", "O", "H", "H", "H", "H", "H", "H"], "xyz": [[-0.910, -1.266, -0.154], [0.031, -0.162, -0.569], [0.469, 0.906, 0.470], [1.913, 0.766, 0.548], [2.339, -0.228, -0.283], [3.439, -0.622, -0.510], [1.272, -0.708, -0.979], [-1.982, -1.057, -0.244], [-0.802, -1.555, 0.895], [-0.792, -2.138, -0.797], [-0.434, 0.306, -1.441], [0.094, 0.709, 1.476], [0.234, 1.922, 0.153], [1.494, 3.365, -1.810], [1.699, 2.224, -2.783], [1.473, 2.604, -4.255], [2.458, 1.888, -4.976], [3.441, 1.512, -4.119], [4.435, 0.958, -4.421], [3.098, 1.840, -2.855], [2.222, 3.268, -1.009], [0.426, 3.436, -1.585], [1.636, 4.344, -2.281], [1.197, 1.312, -2.468], [1.592, 3.674, -4.414], [0.480, 2.233, -4.521], [4.526, 2.091, 2.266], [5.434, 1.855, 1.060], [5.936, 3.086, 0.335], [7.357, 3.026, 0.395], [7.716, 2.141, 1.346], [8.767, 2.033, 1.807], [6.674, 1.424, 1.729], [5.008, 2.751, 3.000], [4.472, 1.136, 2.787], [3.570, 2.575, 2.121], [5.054, 0.940, 0.604], [5.518, 4.014, 0.739], [5.646, 3.189, -0.716], [8.201, 1.144, -2.642], [7.485, 0.207, -1.726], [6.370, -0.607, -2.382], [6.384, -1.836, -1.629], [7.516, -1.920, -0.902], [7.865, -2.809, -0.248], [8.314, -0.855, -1.193], [8.645, 0.712, -3.549], [9.026, 1.703, -2.194], [7.563, 1.912, -3.095], [7.157, 0.759, -0.833], [6.569, -0.809, -3.439], [5.402, -0.115, -2.330], [-6.299, 0.423, 0.738], [-4.915, 0.539, 0.162], [-4.839, 0.597, -1.349], [-4.021, 1.750, -1.645], [-4.040, 2.547, -0.558], [-3.750, 3.671, -0.509], [-4.414, 1.864, 0.545], [-6.862, 1.302, 0.409], [-6.334, 0.448, 1.826], [-6.882, -0.451, 0.439], [-4.171, -0.114, 0.615], [-5.828, 0.822, -1.772], [-4.541, -0.308, -1.872], [-8.572, -3.330, -1.823], [-7.227, -3.911, -1.443], [-6.150, -3.645, -2.532], [-5.172, -2.832, -1.875], [-5.457, -2.713, -0.565], [-4.706, -2.400, 0.285], [-6.727, -3.120, -0.341], [-9.079, -3.939, -2.575], [-8.346, -2.386, -2.326], [-9.256, -3.120, -1.008], [-7.205, -4.964, -1.169], [-6.596, -3.117, -3.375], [-5.641, -4.543, -2.881], [-2.202, -5.311, 0.507], [-2.205, -4.536, 1.780], [-2.515, -5.285, 3.068], [-1.539, -4.875, 4.007], [-0.579, -4.179, 3.373], [0.359, -3.750, 3.880], [-0.820, -4.116, 2.053], [-3.168, -5.396, 0.017], [-1.856, -6.342, 0.666], [-1.397, -4.987, -0.156], [-2.771, -3.602, 1.807], [-2.490, -6.380, 2.989], [-3.543, -5.133, 3.410], [-2.918, 2.080, 3.465], [-2.046, 3.050, 4.229], [-0.603, 2.526, 4.339], [0.176, 3.591, 3.832], [-0.618, 4.329, 3.025], [-0.237, 5.081, 2.214], [-1.891, 4.238, 3.417], [-3.969, 2.378, 3.470], [-2.934, 1.139, 4.032], [-2.619, 1.965, 2.429], [-2.487, 3.338, 5.180], [-0.476, 1.568, 3.826], [-0.323, 2.264, 5.361]], "total_charge": 0, "e_homo_ev": -10.10, "lumo_ha": -0.011, "smiles": "C[C@H]1COC(=O)O1.C[C@H]1COC(=O)O1.C[C@H]1COC(=O)O1.C[C@H]1COC(=O)O1.C[C@H]1COC(=O)O1.C[C@H]1COC(=O)O1.C[C@H]1COC(=O)O1.C[C@H]1COC(=O)O1"}

***

The winner here is two, beating the second structure by 302.2 kcal/mol.